Molecular formula: C10H14MnN3O5
Method: DFT, the ωB97M-V functional and the def2-TZVPD basis

Structure (XYZ):
```
33
C10H14MnN3O5 (the ωB97M-V functional and the def2-TZVPD basis)
O -0.92 -3.99 -1.35
C -1.00 -2.94 -0.81
Mn -1.13 -1.55 0.03
C -1.29 -2.51 1.59
O -1.37 -3.26 2.48
C -1.42 -2.31 -3.93
O -2.31 -2.08 -3.08
C -2.87 -1.09 -0.23
O -4.00 -0.84 -0.05
C -0.04 -2.23 -3.54
O 1.11 -2.50 -3.61
H -1.57 -2.55 -4.90
C -0.19 1.92 3.05
N 0.54 1.89 1.79
C 1.30 3.08 1.46
C 0.32 0.88 0.92
N -0.65 -0.01 1.17
N 1.02 0.71 -0.21
C 2.28 1.34 -0.54
C 0.60 -0.45 -1.01
H 0.22 2.75 3.62
H -0.05 0.99 3.61
H -1.27 2.10 2.89
H 2.38 2.89 1.51
H 1.03 3.48 0.48
H 1.06 3.82 2.23
H -1.14 0.20 2.04
H 2.96 1.37 0.32
H 2.76 0.76 -1.33
H 2.12 2.35 -0.91
H 0.80 -1.41 -0.46
H -0.48 -0.36 -1.29
H 1.18 -0.47 -1.93
```

Its LUMO energy (alpha / beta) is -8.59 / -10.83 eV. Its expectation value of S² is 6.0610. Its spin multiplicity is 5. Its net charge is +2. The gap between HOMO and LUMO (alpha / beta) is 0.236 / 0.208 hartree.

=====

Molecular formula: C5H8N3
Method: DFT, the ωB97M-V functional and the def2-TZVPD basis

Structure (XYZ):
```
16
C5H8N3 (the ωB97M-V functional and the def2-TZVPD basis)
C -1.35 -1.30 0.17
C -1.36 0.73 1.30
C 1.33 -1.07 1.54
C -2.18 0.83 -1.63
C 0.72 -0.12 0.45
N -1.72 -2.34 -0.16
N -2.02 1.46 1.87
N -0.76 -0.12 0.49
H 1.42 -2.08 1.27
H 2.41 -0.89 1.47
H 0.81 -1.00 2.48
H -2.17 1.92 -1.45
H -1.40 0.38 -2.11
H -3.17 0.28 -1.51
H 1.00 -0.35 -0.62
H 1.13 0.89 0.53
```

Its LUMO energy (alpha / beta) is -8.98 / -8.98 eV. Its spin multiplicity is 1. Its net charge is +1. The gap between HOMO and LUMO (alpha / beta) is 0.223 / 0.222 hartree.

=====

Molecular formula: C4H5N3
Method: DFT, the ωB97M-V functional and the def2-TZVPD basis

Structure (XYZ):
```
12
C4H5N3 (the ωB97M-V functional and the def2-TZVPD basis)
C -1.61 0.14 0.14
N -0.51 -0.47 -0.59
C 0.74 -0.37 0.12
C 1.89 -0.81 -0.70
N 2.79 -1.16 -1.33
C 1.03 0.98 0.70
N 1.16 2.03 1.17
H -1.65 -0.28 1.16
H -2.55 -0.11 -0.35
H -1.53 1.23 0.24
H -0.45 -0.14 -1.54
H 0.66 -1.08 0.95
```

Its LUMO energy is 0.56 eV. Its spin multiplicity is 1. The SMILES is CNC(C#N)C#N. The gap between HOMO and LUMO is 0.405 hartree.

=====

Molecular formula: C6H6O2
Method: DFT, the ωB97M-V functional and the def2-TZVPD basis

Structure (XYZ):
```
14
C6H6O2 (the ωB97M-V functional and the def2-TZVPD basis)
C -1.36 -1.02 0.41
C 0.21 -0.06 0.02
C 0.90 0.74 1.07
C 0.30 1.94 0.35
C 0.94 -1.05 -0.87
C 1.35 -1.87 -1.69
H -1.38 -2.00 0.10
H 2.04 0.58 1.10
H 0.50 0.72 2.11
H 1.05 2.75 0.26
H -0.62 2.24 0.95
H 1.45 -2.62 -2.47
O -2.12 -0.37 1.03
O -0.02 1.15 -0.76
```

Its LUMO energy is 0.58 eV. Its spin multiplicity is 1. The gap between HOMO and LUMO is 0.351 hartree.

=====

Molecular formula: C6H13N2
Method: DFT, the ωB97M-V functional and the def2-TZVPD basis

Structure (XYZ):
```
21
C6H13N2 (the ωB97M-V functional and the def2-TZVPD basis)
C -0.67 -0.81 1.17
C 0.68 -0.87 -0.77
C -0.02 0.50 -1.08
C 0.81 1.65 -0.34
C 1.39 -2.04 1.17
C -2.25 1.30 -0.37
N 0.41 -1.17 0.59
N -1.34 0.32 -0.81
H -0.94 -1.02 2.19
H 0.12 -1.62 -1.37
H 1.71 -0.75 -1.03
H 0.18 0.70 -2.28
H 0.60 1.45 0.69
H 0.52 2.77 -0.62
H 1.80 1.53 -0.59
H 1.75 -1.55 2.01
H 0.96 -2.97 1.58
H 2.18 -2.13 0.49
H -3.28 0.73 -0.02
H -2.54 2.10 -1.09
H -2.05 1.91 0.50
```

Its LUMO energy (alpha / beta) is -5.28 / -5.71 eV. Its spin multiplicity is 1. Its net charge is +1. The gap between HOMO and LUMO (alpha / beta) is 0.308 / 0.292 hartree.

=====

Molecular formula: C7H3N3O8PdSSe
Method: DFT, the ωB97M-V functional and the def2-TZVPD basis

Structure (XYZ):
```
24
C7H3N3O8PdSSe (the ωB97M-V functional and the def2-TZVPD basis)
Pd 0.16 0.46 0.57
O 3.54 -0.32 -1.73
C 2.45 -0.02 -1.28
O 2.04 0.14 -0.12
C 1.22 0.19 -2.49
O 1.68 0.40 -3.59
O 0.10 0.02 -2.02
Se -0.31 -1.78 4.69
N -0.78 -3.34 3.89
C -0.64 -3.16 2.57
C -0.86 -4.10 1.57
C -0.63 -3.71 0.25
C -0.23 -2.42 -0.06
N -0.03 -1.48 0.89
C -0.19 -1.84 2.17
N 0.08 -0.97 3.13
H -1.18 -5.10 1.81
H -0.76 -4.42 -0.55
H -0.07 -2.10 -1.08
O -2.19 3.35 0.98
S -1.14 2.38 1.23
O -0.03 2.44 0.20
O -1.67 0.95 1.04
O -0.54 2.50 2.55
```

Its LUMO energy is 2.79 eV. Its spin multiplicity is 1. Its net charge is -2. The gap between HOMO and LUMO is 0.110 hartree.

=====

- Number 6 is which compound?
  C7H3N3O8PdSSe

=====

- spin multiplicity of number 6 (C7H3N3O8PdSSe)?
  1